{"formula": "FH3N2O", "method": "ωB97M-V with the def2-TZVPD basis set", "symbols": ["N", "N", "O", "F", "H", "H", "H"], "xyz": [[-0.668, -0.100, -0.828], [0.080, -0.631, 0.189], [1.291, -0.666, 0.209], [1.394, 1.193, 1.398], [-0.028, 0.614, -1.327], [-1.541, 0.460, -0.673], [-0.528, -0.869, 1.033]], "lowdin_charge": [0.094, -0.201, 0.069, -0.464, 0.158, 0.133, 0.211], "orbital_gap_ha": [0.349, 0.254], "max_force_ev_per_a": 3.9, "e_homo_ev": [-10.553, -8.637]}

=====

{"formula": "FH3N2OS", "method": "ωB97M-V with the def2-TZVPD basis set", "symbols": ["N", "S", "N", "O", "H", "H", "F", "H"], "xyz": [[0.971, -1.721, 0.169], [1.482, -0.285, 0.059], [0.530, 0.884, 0.109], [2.846, -0.033, -0.152], [-0.029, -1.651, 0.217], [0.909, 1.854, -0.120], [-1.682, -0.591, -0.142], [-1.690, 0.326, 0.107]], "lowdin_charge": [-0.160, 0.675, -0.238, -0.312, -0.018, 0.076, -0.112, 0.089], "orbital_gap_ha": 0.405, "smiles": "N=S(=N)=O.F", "max_force_ev_per_a": 2.3, "e_homo_ev": -10.914}

=====

{"formula": "FH3N3P3", "method": "ωB97M-V with the def2-TZVPD basis set", "symbols": ["H", "P", "N", "P", "N", "P", "N", "F", "H", "H"], "xyz": [[-2.351, 1.549, 0.505], [-1.497, 2.017, -0.563], [-0.378, 0.941, -0.661], [-0.084, -0.559, 0.012], [1.368, -0.935, -0.850], [2.871, -0.207, -0.836], [2.653, 0.785, 0.363], [3.777, 1.533, 0.698], [0.580, -0.081, 1.147], [1.266, -1.647, -1.561]], "lowdin_charge": [-0.174, 0.704, -0.748, 0.649, -0.577, 0.811, -0.362, -0.218, -0.082, -0.003], "orbital_gap_ha": 0.308, "smiles": "[H]/P=N\\PN/P=N/F", "max_force_ev_per_a": 1.1, "e_homo_ev": -9.134}

=====

We obtain energy relative to the best compared isomer or geometry (same formula, charge and spin) values of 3.1553 0.6762 3.5725 eV for the records listed above, in that order.